# C4H14N3

The ion C4H14N3 with charge +1 at a distorted geometry (ωB97M-V with the def2-TZVPD basis set, the Open Molecules 2025 dataset).

Geometry as XYZ:
```
21
Properties=species:S:1:pos:R:3
N -1.00143 0.52832 0.41312
C 0.22677 0.30022 -0.41456
C 0.96022 -0.93387 0.09242
C 0.70268 -1.22845 1.60257
N 0.56436 -0.04162 2.43829
C -0.28900 0.06477 -1.83908
N -1.02053 1.20111 -2.42491
H -1.54941 1.26202 -0.04881
H -0.73347 0.73550 1.40229
H -1.56904 -0.32344 0.44669
H 0.89194 1.15738 -0.35200
H 0.71812 -1.85052 -0.44855
H 2.04689 -0.96687 -0.04149
H -0.20253 -1.84225 1.64552
H 1.53010 -1.86548 1.92647
H 0.37202 -0.18344 3.42694
H 1.45703 0.45607 2.41173
H -1.00983 -0.76085 -1.81878
H 0.57426 -0.30019 -2.40255
H -1.49992 0.82756 -3.21686
H -0.31390 1.85968 -2.72320
```

E: -324.83827 Eh
SMILES: NCC[C@H]([NH3+])CN
Largest force on an atom: 0.03627 hartree/bohr
ΔE to the lowest compared entry with this formula, charge and spin: 0.723 eV
Total charge: +1